i:
Here is a cluster of 2 separate species, C10H13N2OS in total from OMol25. Energies are from wB97M-V/def2-TZVPD.

Structure (ORCA input):
```
! wB97M-V def2-TZVPD RIJCOSX def2/J DEFGRID3
* xyz 1 1
C -1.121 1.785 1.381
C -1.157 2.329 0.150
C -1.478 0.031 0.139
C 2.306 1.554 0.035
C 1.726 1.057 -1.291
C 2.185 0.728 1.052
C 1.158 -0.186 -1.333
C 1.410 -0.493 1.091
C -2.004 -1.983 -1.380
C -1.605 -1.410 -0.097
N -1.370 0.446 1.385
N 1.079 -1.043 -0.226
O -1.545 -2.198 0.950
S -1.405 1.226 -1.087
H -1.243 2.350 2.301
H -1.149 3.321 -0.098
H 2.944 2.394 0.105
H 1.885 1.531 -2.293
H 2.778 0.892 1.963
H 0.810 -0.595 -2.284
H 1.956 -1.229 1.667
H 0.487 -0.345 1.594
H -3.008 -1.537 -1.674
H -1.240 -1.680 -2.033
H -2.169 -3.132 -1.363
H 1.170 -1.961 -0.510
H -1.398 -1.853 1.858
*
```

Computed properties:
* E_LUMO (spin up / spin down): -5.0790 / -5.0782 eV
* Kohn-Sham gap (spin up / spin down): 0.2293 / 0.2294 hartree
* HOMO energy (spin up / spin down): -11.319 / -11.319 eV

ii:
Here is a cluster of 2 separate species, C10H13N2OS in total from OMol25. Energies are from wB97M-V/def2-TZVPD.

Structure (ORCA input):
```
! wB97M-V def2-TZVPD RIJCOSX def2/J DEFGRID3
* xyz 1 1
C 1.942 -1.477 -2.032
C 2.681 -1.315 -0.938
C 0.793 -0.551 -2.279
C 2.264 -0.258 0.066
C 0.418 0.421 -1.428
C 0.936 0.373 -0.084
C -2.256 -2.000 2.382
C -0.903 0.988 -1.614
C -1.409 1.957 -0.584
C 0.097 0.653 0.949
N -1.634 -2.984 2.596
N -1.190 1.389 0.813
O -2.713 -0.965 2.203
S 0.877 1.118 2.492
H 1.912 -2.229 -2.871
H 3.436 -1.938 -0.430
H 0.467 -0.608 -3.327
H 2.992 0.574 -0.088
H -1.002 1.624 -2.552
H -1.637 0.189 -1.672
H -0.715 2.774 -0.544
H -2.442 2.412 -0.653
H 2.446 -0.609 1.075
H -2.016 -3.925 2.672
H -1.069 2.043 1.560
H -2.025 0.880 1.031
H -0.249 1.463 3.258
*
```

Computed properties:
* E_LUMO (spin up / spin down): -3.6418 / -3.6421 eV
* Kohn-Sham gap (spin up / spin down): 0.2923 / 0.2923 hartree
* HOMO energy (spin up / spin down): -11.597 / -11.597 eV

Q: Which of them is the least stable? A: i.

i:
Here is a cluster of 2 separate species, C3H11N2 in total from OMol25. Energies are from wB97M-V/def2-TZVPD.

Structure (ORCA input):
```
! wB97M-V def2-TZVPD RIJCOSX def2/J DEFGRID3
* xyz 2 2
C -2.118 -0.193 1.388
C -1.177 -1.291 1.236
H -2.211 0.257 2.384
H -1.850 0.722 0.709
H -3.127 -0.293 0.940
H -1.510 -2.214 1.828
H -0.108 -1.216 1.496
H -1.233 -1.679 0.218
N 1.278 0.165 -2.193
C 1.761 0.358 -0.983
N 2.098 1.549 -0.578
H 0.836 0.922 -2.692
H 1.048 -0.731 -2.593
H 1.671 -0.449 -0.266
H 2.574 1.730 0.295
H 2.070 2.362 -1.188
*
```

Computed properties:
* ⟨S²⟩: 0.754
* E_LUMO (spin up / spin down): -7.5357 / -14.7859 eV
* Kohn-Sham gap (spin up / spin down): 0.4424 / 0.1760 hartree
* HOMO energy (spin up / spin down): -19.575 / -19.575 eV

ii:
Here is a cluster of 2 separate species, C3H11N2 in total from OMol25. Energies are from wB97M-V/def2-TZVPD.

Structure (ORCA input):
```
! wB97M-V def2-TZVPD RIJCOSX def2/J DEFGRID3
* xyz 2 2
C -0.609 -2.770 -1.066
C -1.956 -1.938 -0.965
H -0.110 -2.877 -0.040
H -0.950 -3.685 -1.525
H 0.082 -2.174 -1.653
H -1.905 -0.864 -0.756
H -2.731 -2.249 -0.205
H -2.394 -2.097 -1.885
N 0.688 2.842 1.015
C 0.774 1.669 0.459
N 1.293 0.517 0.733
H 1.326 3.196 1.676
H -0.097 3.436 0.723
H 0.315 1.710 -0.645
H 1.602 -0.025 -0.058
H 1.736 0.355 1.559
*
```

Computed properties:
* ⟨S²⟩: 0.753
* E_LUMO (spin up / spin down): -7.1770 / -15.1343 eV
* Kohn-Sham gap (spin up / spin down): 0.4566 / 0.1642 hartree
* HOMO energy (spin up / spin down): -19.602 / -19.601 eV

Q: Which of them is the least stable? A: ii.

i:
Here is a cluster of 2 separate species, NO4P in total from OMol25. Energies are from wB97M-V/def2-TZVPD.

Structure (ORCA input):
```
! wB97M-V def2-TZVPD RIJCOSX def2/J DEFGRID3
* xyz -2 1
N 1.142 0.365 0.523
O -1.648 -0.864 -1.920
O -2.186 -0.023 0.374
O 2.077 1.226 0.378
O 1.446 -0.666 1.179
P -1.451 0.221 -0.903
*
```

Computed properties:
* E_LUMO: 7.6903 eV
* Kohn-Sham gap: 0.2640 hartree
* HOMO energy: 0.506 eV

ii:
Here is the ion NO4P with charge -2 from OMol25. Energies are from wB97M-V/def2-TZVPD.

Structure (ORCA input):
```
! wB97M-V def2-TZVPD RIJCOSX def2/J DEFGRID3
* xyz -2 1
N -1.090 -0.527 -0.067
O 0.400 1.493 0.380
O -1.869 0.345 -0.532
O 1.024 -0.835 1.254
O 1.019 -0.478 -1.202
P 0.516 0.001 0.167
*
```

Computed properties:
* E_LUMO (spin up / spin down): 7.7277 / 7.7276 eV
* Kohn-Sham gap (spin up / spin down): 0.2496 / 0.2497 hartree
* HOMO energy (spin up / spin down): 0.936 / 0.932 eV
* SMILES string: O=NP(=O)([O-])[O-]

Q: Which of them is the least stable? A: i.

i:
Here is a structure of composition C6H16N2O from OMol25. Energies are from wB97M-V/def2-TZVPD.

Structure (ORCA input):
```
! wB97M-V def2-TZVPD RIJCOSX def2/J DEFGRID3
* xyz 0 1
C 2.325 0.843 0.731
C 2.106 -0.368 1.583
C 1.466 -0.247 -1.478
N 1.607 1.905 0.947
H 3.274 0.884 0.195
H 0.105 1.508 0.532
H 1.949 2.720 0.446
H 2.374 -1.275 1.047
H 1.063 -0.446 1.894
H 2.735 -0.294 2.479
H 1.728 0.578 -2.144
H 0.800 -0.912 -2.037
H 2.367 -0.844 -1.349
C -2.685 -0.850 -1.342
C -2.400 -0.710 0.118
N -0.619 0.934 -0.084
C -1.538 0.148 0.669
O -3.224 -1.509 0.873
H -3.012 -1.410 1.809
H -1.075 1.556 -0.742
H 0.367 0.300 -0.747
H -1.411 0.193 1.745
H -3.590 -0.297 -1.604
H -1.863 -0.507 -1.965
H -2.852 -1.902 -1.576
*
```

Computed properties:
* E_LUMO: 0.8440 eV
* Kohn-Sham gap: 0.2996 hartree
* HOMO energy: -7.309 eV

ii:
Here is a cluster of 2 separate species, C6H16N2O in total from OMol25. Energies are from wB97M-V/def2-TZVPD.

Structure (ORCA input):
```
! wB97M-V def2-TZVPD RIJCOSX def2/J DEFGRID3
* xyz 0 1
C 1.156 -0.263 0.307
C -1.290 -0.405 0.215
C 0.083 1.874 -0.573
C 1.596 -0.727 -1.057
C 2.249 0.066 1.279
C -2.443 -0.609 1.175
N -0.014 -0.717 0.832
N -1.584 -0.980 -1.067
O -0.190 1.755 -1.975
H -1.142 1.655 -2.084
H -0.066 -0.553 1.830
H -0.942 0.806 -0.062
H -0.883 -0.772 -1.762
H -1.731 -1.983 -1.027
H 1.126 2.176 -0.496
H -0.492 2.686 -0.109
H 1.128 -0.154 -1.862
H 2.673 -0.594 -1.162
H 1.371 -1.785 -1.212
H 2.849 0.895 0.889
H 1.860 0.364 2.255
H 2.938 -0.775 1.427
H -3.330 -0.125 0.766
H -2.241 -0.167 2.153
H -2.681 -1.670 1.319
*
```

Computed properties:
* E_LUMO (spin up / spin down): 0.7719 / 0.7720 eV
* Kohn-Sham gap (spin up / spin down): 0.2725 / 0.2726 hartree
* HOMO energy (spin up / spin down): -6.645 / -6.645 eV

Q: Which of them is the least stable? A: ii.

i:
Here is the molecule C6H16N2O from OMol25. Energies are from wB97M-V/def2-TZVPD.

Structure (ORCA input):
```
! wB97M-V def2-TZVPD RIJCOSX def2/J DEFGRID3
* xyz 0 1
C -0.409 0.413 -0.179
C -0.132 0.117 1.506
C -0.224 -1.342 -2.909
C 1.993 0.010 -0.606
C -0.822 -1.190 1.876
C -0.690 1.294 2.293
N 0.597 -0.396 -0.756
N -0.420 1.767 -0.601
O 0.320 -0.168 -2.355
H -1.396 -0.028 -0.342
H 0.931 0.036 1.741
H -0.836 1.804 -1.528
H 0.508 2.162 -0.664
H -0.549 -2.072 -2.149
H 0.512 -1.832 -3.561
H -1.102 -1.085 -3.518
H 2.172 1.048 -0.308
H 2.546 -0.137 -1.538
H 2.474 -0.618 0.148
H -0.442 -2.022 1.276
H -1.905 -1.121 1.733
H -0.646 -1.436 2.929
H -1.743 1.474 2.062
H -0.606 1.110 3.371
H -0.132 2.211 2.078
*
```

Computed properties:
* E_LUMO: 0.9941 eV
* Kohn-Sham gap: 0.3686 hartree
* HOMO energy: -9.035 eV
* SMILES string: CON(C)[C@H](N)C(C)C

ii:
Here is a structure of composition C6H16N2O from OMol25. Energies are from wB97M-V/def2-TZVPD.

Structure (ORCA input):
```
! wB97M-V def2-TZVPD RIJCOSX def2/J DEFGRID3
* xyz 0 1
C -1.023 0.379 -0.189
C 1.942 0.280 0.094
C 0.689 -1.319 1.421
C -2.195 0.358 0.761
C -0.826 1.694 -0.894
C -1.072 -0.792 -1.159
N 0.627 -0.091 0.642
N 2.475 -0.742 -0.791
O 0.188 0.986 1.463
H 2.465 -0.455 -1.760
H 3.419 -1.002 -0.540
H 2.594 0.446 0.964
H 1.809 1.246 -0.392
H 1.322 -1.140 2.299
H -0.306 -1.574 1.779
H 1.076 -2.131 0.807
H -3.120 0.368 0.173
H -2.200 -0.545 1.369
H 0.060 1.684 -1.525
H -0.752 2.512 -0.183
H -1.689 1.858 -1.549
H -0.181 -0.830 -1.782
H -1.957 -0.672 -1.794
H -1.166 -1.741 -0.636
H -2.178 1.220 1.421
*
```

Computed properties:
* E_LUMO: 0.7888 eV
* Kohn-Sham gap: 0.2910 hartree
* HOMO energy: -7.130 eV

Q: Which of them is the least stable? A: ii.

i:
Here is the molecule C4H3NO from OMol25. Energies are from wB97M-V/def2-TZVPD.

Structure (ORCA input):
```
! wB97M-V def2-TZVPD RIJCOSX def2/J DEFGRID3
* xyz 0 1
C 0.403 -1.191 -0.204
C 0.918 0.086 0.068
C -0.051 1.144 -0.032
C -1.511 0.426 0.161
H -0.652 -1.502 -0.382
H 1.342 -1.880 0.109
H 2.039 0.415 0.479
N -2.619 0.146 -0.048
O 0.132 2.357 -0.151
*
```

Computed properties:
* E_LUMO: -1.0793 eV
* Kohn-Sham gap: 0.3711 hartree
* HOMO energy: -11.177 eV
* SMILES string: C=CC(=O)C#N

ii:
Here is a structure of composition C4H3NO from OMol25. Energies are from wB97M-V/def2-TZVPD.

Structure (ORCA input):
```
! wB97M-V def2-TZVPD RIJCOSX def2/J DEFGRID3
* xyz 0 1
C -0.299 0.234 -0.123
C 0.961 0.219 -0.102
C 2.288 -1.097 -0.090
C -1.746 0.006 0.056
N 2.177 0.831 0.008
O 3.117 -0.133 0.032
H -2.246 -0.732 -0.588
H -2.069 -0.158 1.197
H -2.183 0.831 -0.391
*
```

Computed properties:
* E_LUMO (spin up / spin down): -1.0153 / -1.0157 eV
* Kohn-Sham gap (spin up / spin down): 0.2629 / 0.2628 hartree
* HOMO energy (spin up / spin down): -8.168 / -8.168 eV

iii:
Here is a cluster of 2 separate species, C4H3NO in total from OMol25. Energies are from wB97M-V/def2-TZVPD.

Structure (ORCA input):
```
! wB97M-V def2-TZVPD RIJCOSX def2/J DEFGRID3
* xyz 0 1
C -0.611 -0.933 0.125
C 1.499 0.005 0.028
C 0.986 1.029 -0.378
C -1.410 0.378 0.101
O -0.710 -1.762 -0.741
N -2.181 1.231 0.155
H -0.390 -1.152 1.185
H 2.221 -0.671 0.404
H 0.598 1.875 -0.880
*
```

Computed properties:
* E_LUMO: 0.0035 eV
* Kohn-Sham gap: 0.4071 hartree
* HOMO energy: -11.075 eV
* SMILES string: N#CC=O.C#C

Q: Which of them is the least stable? A: ii.